Run a
Density functional theory data (ωB97M-V/def2-TZVPD) for a molecular structure, C48H33F3N3O6SSb2Se4Y.

## Properties
LUMO: 3.637 eV
total charge: -2

Atoms and positions in Å:
Y 0.673 -0.731 0.551
O 2.792 -4.160 2.701
C 2.788 -3.357 3.783
C 2.762 -3.958 5.044
C 2.770 -3.184 6.182
C 2.813 -1.791 6.098
C 2.824 -1.192 4.858
C 2.810 -1.957 3.687
C 2.760 -1.304 2.362
O 2.669 -2.034 1.298
N 2.713 0.016 2.300
N 2.647 0.424 0.946
C 3.726 0.406 0.272
C 3.792 0.489 -1.186
C 4.921 1.071 -1.769
C 5.171 1.005 -3.124
C 4.286 0.273 -3.924
C 3.175 -0.326 -3.379
C 2.855 -0.220 -1.994
O 1.792 -0.795 -1.551
H 2.691 -3.566 1.921
H 2.676 -5.035 5.090
H 2.705 -3.666 7.150
H 2.785 -1.187 6.995
H 2.809 -0.116 4.757
H 4.669 0.229 0.799
H 5.620 1.585 -1.116
H 6.044 1.483 -3.550
H 4.476 0.171 -4.987
H 2.487 -0.899 -3.990
S -3.048 -3.277 -1.425
C -4.013 -2.787 -0.097
C -3.280 -2.592 1.022
C -1.884 -2.865 0.836
C -1.615 -3.271 -0.444
C -0.340 -3.713 -1.001
C -0.298 -4.778 -1.909
C 0.918 -5.206 -2.387
C 2.067 -4.570 -1.939
C 1.943 -3.517 -1.059
N 0.767 -3.074 -0.591
H -5.074 -2.649 -0.223
H -3.688 -2.290 1.977
H -1.222 -5.264 -2.188
H 0.972 -6.036 -3.082
H 3.051 -4.870 -2.270
H 2.814 -2.989 -0.708
O -1.650 0.375 4.150
C -2.796 0.418 3.468
C -4.028 0.235 4.103
C -5.204 0.306 3.384
C -5.188 0.552 2.013
C -3.972 0.675 1.370
C -2.774 0.615 2.081
C -1.507 0.569 1.327
O -0.410 0.940 1.812
O -1.520 0.052 0.147
H -1.701 -0.279 4.889
H -4.033 0.003 5.160
H -6.146 0.146 3.894
H -6.113 0.597 1.453
H -3.915 0.782 0.295
Se -4.237 -3.745 4.344
Sb -1.914 -3.772 4.872
Se -1.090 -2.126 6.386
Se -0.735 -5.842 4.829
Se -0.637 -2.645 2.245
F 3.156 6.414 -4.757
C 2.497 5.489 -4.010
C 1.436 5.901 -3.231
C 0.765 4.947 -2.473
C 1.149 3.608 -2.489
C 2.236 3.243 -3.282
C 2.915 4.176 -4.053
Sb 0.167 2.091 -1.328
C -0.938 1.339 -2.997
C -1.221 2.150 -4.096
C -1.934 1.664 -5.183
C -2.359 0.352 -5.148
F -3.058 -0.130 -6.209
C -2.105 -0.484 -4.081
C -1.389 0.021 -3.003
C -1.367 3.334 -0.519
C -2.686 3.247 -0.954
C -3.699 3.954 -0.317
C -3.366 4.744 0.762
F -4.347 5.436 1.392
C -2.072 4.849 1.233
C -1.077 4.129 0.588
H 1.144 6.943 -3.225
H -0.077 5.259 -1.866
H 2.571 2.213 -3.309
H 3.760 3.892 -4.667
H -0.871 3.176 -4.113
H -2.158 2.280 -6.044
H -2.469 -1.503 -4.083
H -1.210 -0.627 -2.155
H -2.939 2.607 -1.792
H -4.731 3.881 -0.632
H -1.863 5.455 2.104
H -0.066 4.172 0.977


Run b
Density functional theory data (ωB97M-V/def2-TZVPD) for a molecular structure, C48H33F3N3O6SSb2Se4Y.

## Properties
LUMO: 3.507 eV
total charge: -2

Atoms and positions in Å:
Y 0.323 0.698 -0.418
O 1.816 -0.403 -5.575
C 0.567 -0.876 -5.507
C -0.132 -1.019 -6.710
C -1.420 -1.516 -6.726
C -2.051 -1.882 -5.541
C -1.368 -1.732 -4.347
C -0.067 -1.236 -4.298
C 0.553 -1.046 -2.955
O -0.146 -1.242 -1.898
N 1.812 -0.650 -2.941
N 2.177 -0.298 -1.653
C 3.415 -0.267 -1.361
C 3.936 -0.022 -0.020
C 5.328 0.079 0.103
C 5.958 0.199 1.324
C 5.171 0.198 2.478
C 3.802 0.089 2.391
C 3.132 0.000 1.151
O 1.826 -0.069 1.146
H 2.149 -0.341 -4.627
H 0.367 -0.718 -7.623
H -1.942 -1.611 -7.672
H -3.065 -2.264 -5.550
H -1.838 -1.973 -3.403
H 4.145 -0.497 -2.139
H 5.920 0.061 -0.807
H 7.035 0.293 1.384
H 5.637 0.298 3.453
H 3.182 0.132 3.280
S 1.705 3.103 4.072
C 3.212 3.493 3.359
C 3.146 3.486 2.006
C 1.848 3.154 1.510
C 0.958 2.928 2.521
C -0.489 2.694 2.453
C -1.344 3.424 3.282
C -2.700 3.177 3.251
C -3.188 2.216 2.379
C -2.285 1.551 1.575
N -0.963 1.762 1.617
H 4.069 3.692 3.984
H 3.973 3.716 1.352
H -0.924 4.200 3.906
H -3.371 3.745 3.884
H -4.243 1.992 2.301
H -2.631 0.813 0.864
O -1.017 4.450 -2.446
C -1.883 4.005 -3.366
C -2.540 4.819 -4.285
C -3.432 4.254 -5.188
C -3.679 2.889 -5.184
C -3.020 2.080 -4.263
C -2.124 2.628 -3.364
C -1.345 1.808 -2.370
O -0.137 1.564 -2.626
O -1.898 1.429 -1.297
H -0.837 5.408 -2.505
H -2.346 5.885 -4.283
H -3.936 4.894 -5.904
H -4.371 2.453 -5.895
H -3.185 1.008 -4.254
Se 0.189 7.509 -1.882
Sb 1.318 6.667 0.039
Se 3.671 6.887 0.069
Se 0.079 6.399 2.037
Se 1.421 3.242 -0.341
F -4.083 -6.926 -0.429
C -3.306 -5.883 -0.052
C -2.780 -5.883 1.226
C -1.976 -4.816 1.604
C -1.711 -3.768 0.720
C -2.262 -3.810 -0.561
C -3.066 -4.874 -0.958
Sb -0.454 -2.108 1.195
C -1.291 -1.501 3.071
C -2.556 -1.881 3.512
C -3.135 -1.277 4.624
C -2.425 -0.295 5.281
F -2.992 0.302 6.356
C -1.170 0.112 4.878
C -0.612 -0.492 3.760
C 1.175 -3.286 1.909
C 2.018 -2.840 2.922
C 3.127 -3.582 3.305
C 3.380 -4.770 2.654
F 4.460 -5.501 3.023
C 2.580 -5.241 1.635
C 1.474 -4.485 1.264
H -2.994 -6.706 1.895
H -1.542 -4.808 2.599
H -2.037 -3.011 -1.263
H -3.493 -4.927 -1.951
H -3.112 -2.644 2.979
H -4.123 -1.550 4.971
H -0.661 0.910 5.404
H 0.342 -0.124 3.389
H 1.830 -1.892 3.411
H 3.799 -3.237 4.080
H 2.826 -6.172 1.141
H 0.846 -4.844 0.457


Stability verdict: run b, ahead by 0.0236 hartree


Run a
Density functional theory data (ωB97M-V/def2-TZVPD) for a single C5H6OS2 molecule.

## Properties
LUMO: -1.256 eV
total charge: 0

Atoms and positions in Å:
O 0.473 1.301 -3.054
C 0.239 0.450 -2.258
S -1.296 -0.560 -2.400
C 0.939 0.424 -0.857
C 0.225 0.675 0.422
C -0.005 -0.515 1.165
C -0.700 -0.581 2.440
S -1.486 0.598 3.140
H -1.138 -1.388 -1.214
H 1.554 -0.496 -0.849
H 1.676 1.389 -0.878
H -0.374 1.653 0.650
H 0.599 -1.356 0.832
H -0.706 -1.594 2.864


Run b
Density functional theory data (ωB97M-V/def2-TZVPD) for a molecular structure, C5H6OS2.

## Properties
LUMO: -0.568 eV
total charge: 0

Atoms and positions in Å:
C -0.267 1.953 -0.243
C 0.527 1.004 -0.934
C 0.697 -0.383 -0.293
C -0.144 -1.805 1.247
C -0.502 -1.207 -0.131
H -1.424 1.687 -0.373
H 0.023 2.135 0.893
H -0.017 3.102 -0.777
H 1.455 -0.718 -0.998
H -0.900 -1.785 2.134
H 0.117 -2.984 0.996
O 0.938 1.300 -2.008
S 1.189 -0.647 1.396
S -1.691 -1.651 -0.910


Run c
Density functional theory data (ωB97M-V/def2-TZVPD) for a molecular structure, C5H6OS2.

## Properties
LUMO: -0.500 eV
total charge: 0

Atoms and positions in Å:
C 1.160 -1.876 -0.894
C -0.015 -0.908 -1.241
C -0.254 0.190 -0.443
C -1.358 1.974 1.129
C 0.477 0.658 0.847
H 2.134 -1.462 -1.713
H 0.991 -3.061 -1.359
H 1.371 -1.957 0.269
H -0.675 -1.115 -1.954
H -1.002 3.058 0.826
H -2.436 2.059 1.677
O -0.334 1.250 1.869
S -1.942 0.973 -0.289
S 1.882 0.217 1.276


Stability verdict: run a, ahead by 0.0328 hartree


Run a
Density functional theory data (ωB97M-V/def2-TZVPD) for a molecular structure, C22H26N2O2SSe3Si2TeZr.

## Properties
LUMO: 3.994 eV
total charge: -2

Atoms and positions in Å:
Zr -1.435 0.447 -0.017
Se 0.027 -1.359 -1.264
Se 0.170 -2.942 -2.893
Te -1.747 -4.667 0.467
Se -1.581 -2.186 0.203
C -2.978 3.588 1.841
Si -1.312 2.686 1.486
C -0.086 4.157 1.211
C -0.766 2.029 3.225
C -1.115 2.717 4.390
C -0.765 2.252 5.652
C -0.051 1.067 5.770
C 0.312 0.373 4.622
C -0.029 0.834 3.347
Si 0.516 -0.098 1.763
C 2.173 0.775 1.318
C 1.092 -1.840 2.331
H -2.826 4.556 2.328
H -3.619 2.979 2.485
H -3.524 3.771 0.910
H -0.612 5.107 1.070
H 0.538 3.994 0.328
H 0.580 4.265 2.071
H -1.677 3.644 4.312
H -1.046 2.809 6.540
H 0.224 0.687 6.749
H 0.870 -0.553 4.717
H 2.826 0.835 2.197
H 1.984 1.791 0.963
H 2.700 0.239 0.526
H 2.004 -1.808 2.935
H 1.287 -2.464 1.455
H 0.306 -2.348 2.897
O -2.522 1.986 -1.448
C -2.374 0.923 -2.099
O -2.754 -0.176 -1.566
C -1.552 0.899 -3.338
C -2.031 0.465 -4.563
C -1.203 0.471 -5.674
C 0.113 0.894 -5.540
C 0.608 1.292 -4.312
C -0.209 1.290 -3.176
S 0.461 1.648 -1.598
H -3.054 0.116 -4.638
H -1.571 0.120 -6.631
H 0.775 0.890 -6.400
H 1.645 1.577 -4.188
N -5.249 -3.397 1.416
C -4.674 -2.163 1.562
C -5.004 -1.087 0.731
C -4.280 0.076 0.840
N -3.277 0.254 1.715
C -3.068 -0.729 2.609
C -3.746 -1.923 2.588
H -5.593 -3.580 0.487
H -4.629 -4.142 1.713
H -5.749 -1.195 -0.046
H -4.496 0.927 0.204
H -2.288 -0.533 3.336
H -3.499 -2.714 3.284


Run b
Density functional theory data (ωB97M-V/def2-TZVPD) for a molecular structure, C22H26N2O2SSe3Si2TeZr.

## Properties
LUMO: 4.045 eV
total charge: -2

Atoms and positions in Å:
Zr 0.061 -1.350 -0.306
Se 1.531 -3.037 1.005
Se 1.753 -5.121 1.847
Te 3.354 -4.870 -1.826
Se 1.674 -3.100 -1.316
C 3.993 -0.414 0.600
Si 2.404 -0.018 -0.473
C 3.176 -0.013 -2.258
C 2.077 1.864 -0.190
C 3.132 2.764 -0.170
C 2.923 4.124 -0.020
C 1.632 4.606 0.117
C 0.574 3.717 0.098
C 0.775 2.353 -0.060
Si -0.764 1.192 -0.085
C -1.828 1.807 1.415
C -1.761 1.767 -1.640
H 4.839 0.199 0.294
H 4.290 -1.460 0.500
H 3.819 -0.229 1.661
H 3.937 0.759 -2.353
H 2.403 0.185 -3.000
H 3.625 -0.975 -2.504
H 4.146 2.399 -0.281
H 3.763 4.810 -0.011
H 1.451 5.669 0.237
H -0.435 4.094 0.204
H -2.287 2.777 1.229
H -1.202 1.904 2.302
H -2.625 1.104 1.651
H -2.053 2.815 -1.588
H -2.664 1.171 -1.756
H -1.162 1.636 -2.540
O -2.234 -1.242 -0.172
C -2.018 -2.118 -1.044
O -1.126 -2.991 -0.824
C -2.631 -1.975 -2.392
C -3.955 -2.210 -2.696
C -4.438 -1.909 -3.961
C -3.589 -1.360 -4.913
C -2.262 -1.129 -4.619
C -1.758 -1.426 -3.348
S -0.119 -1.087 -2.935
H -4.617 -2.625 -1.947
H -5.479 -2.092 -4.191
H -3.979 -1.116 -5.895
H -1.597 -0.698 -5.354
N -0.772 -0.328 6.149
C -0.521 -0.550 4.800
C -1.359 -1.356 4.026
C -1.068 -1.558 2.699
N -0.032 -0.977 2.056
C 0.760 -0.184 2.809
C 0.561 0.050 4.143
H -1.309 -1.060 6.591
H 0.047 -0.072 6.679
H -2.219 -1.836 4.470
H -1.686 -2.225 2.102
H 1.605 0.263 2.296
H 1.245 0.681 4.689


Stability verdict: run b, ahead by 0.0025 hartree


Run a
Density functional theory data (ωB97M-V/def2-TZVPD) for a gas-phase ion, CH4Cl2O2P (charge +1).

## Properties
LUMO: -5.380 eV
total charge: +1

Atoms and positions in Å:
C -0.762 0.654 -0.722
O -2.103 0.521 -0.825
O 0.053 0.264 0.753
P 1.397 -0.051 1.561
Cl 2.970 0.452 0.462
Cl 1.267 -2.493 1.003
H -0.234 1.651 -0.843
H 0.162 -2.158 0.411
H -0.127 -0.041 -1.413
H -2.623 1.201 -0.385


Run b
Density functional theory data (ωB97M-V/def2-TZVPD) for a gas-phase ion, CH4Cl2O2P (charge +1).

## Properties
LUMO: -5.710 eV
total charge: +1

Atoms and positions in Å:
C 0.852 -0.915 0.266
O 0.383 -2.193 0.295
O -0.261 -0.045 -0.146
P -1.473 0.761 0.452
Cl -2.793 0.382 -0.956
Cl -0.722 3.059 -0.219
H 1.499 -0.765 -0.555
H 0.513 3.051 0.269
H 1.456 -0.746 1.218
H 0.545 -2.588 -0.624


Stability verdict: run b, ahead by 0.0113 hartree